{"formula": "C14H15CdF6N5O4PS4", "method": "ωB97M-V with the def2-TZVPD basis set", "symbols": ["Cd", "S", "C", "C", "C", "C", "N", "C", "C", "C", "S", "C", "N", "H", "H", "O", "S", "O", "O", "O", "C", "N", "C", "C", "S", "N", "C", "C", "H", "H", "H", "H", "H", "H", "H", "H", "H", "H", "H", "H", "N", "C", "H", "F", "P", "F", "F", "F", "F", "F"], "positions_angstrom": [[0.047385, -0.000459, 0.498954], [-2.040612, -1.498911, 0.532106], [-1.386805, -2.874038, 1.371809], [-2.265330, -3.947474, 1.582884], [-1.901086, -5.107419, 2.244860], [-2.864933, -6.152481, 2.432723], [-3.649943, -6.981347, 2.584448], [-0.584611, -5.231343, 2.719056], [0.303398, -4.191856, 2.509037], [-0.046927, -3.002494, 1.849372], [1.223459, -1.823653, 1.714166], [-0.147016, -6.408999, 3.411954], [0.204020, -7.353809, 3.968778], [-3.277005, -3.855252, 1.210653], [1.317529, -4.290765, 2.872941], [-1.164049, 2.463433, -2.928012], [-1.372500, 1.341202, -2.067194], [-2.546603, 0.547305, -2.275666], [-1.075984, 1.608950, -0.650049], [-0.095419, 0.337183, -2.549266], [0.213998, 3.393744, 3.548923], [-1.209981, 3.137239, 3.388187], [-1.953350, 4.259667, 2.849634], [-1.727303, 1.902857, 3.530354], [-0.810263, 0.515757, 3.619922], [-3.134064, 1.874659, 3.558575], [-3.759147, 0.583645, 3.304850], [-3.706177, 2.523603, 4.731092], [0.334534, 4.333559, 4.095092], [0.700612, 3.476280, 2.579927], [0.675770, 2.577935, 4.094814], [-1.369080, 4.702764, 2.040943], [-2.120604, 5.028969, 3.612151], [-2.907096, 3.920870, 2.457443], [-3.303411, 0.102079, 2.442871], [-4.817660, 0.763140, 3.104239], [-3.659916, -0.097754, 4.158113], [-3.274767, 3.509901, 4.885657], [-3.535076, 1.922174, 5.635222], [-4.782387, 2.638117, 4.590612], [0.715929, -1.820048, -2.258267], [0.223690, -0.766559, -1.848463], [0.813024, -1.838239, -3.277068], [2.182701, 1.246971, 1.671844], [2.731450, 2.278494, 0.525465], [2.154463, 1.244623, -0.603534], [4.148432, 1.519263, 0.524511], [3.246824, 3.277580, -0.621611], [1.284315, 3.018953, 0.535302], [3.251928, 3.287118, 1.680501]], "forces_ev_per_angstrom": [[-0.1, -0.4, 0.6], [0.1, 0.1, -0.1], [0.0, 0.0, 0.0], [0.0, 0.0, 0.0], [-0.1, -0.1, 0.0], [0.0, 0.0, 0.0], [0.0, 0.0, 0.0], [0.1, -0.1, 0.1], [0.0, 0.1, 0.0], [0.0, -0.1, 0.0], [0.0, 0.1, 0.0], [-0.1, 0.0, 0.0], [0.0, 0.0, 0.0], [0.0, 0.0, 0.0], [0.0, 0.0, 0.0], [0.0, 0.0, 0.0], [0.1, 0.1, 0.3], [0.0, 0.0, 0.0], [0.1, -0.1, -0.1], [0.0, -0.1, 0.1], [0.0, 0.0, 0.0], [0.1, 0.1, 0.2], [0.0, 0.0, 0.0], [-0.3, -0.1, -0.3], [0.1, 0.1, 0.0], [0.2, -0.1, 0.2], [0.0, 0.0, 0.0], [0.0, 0.1, -0.1], [0.0, 0.0, 0.0], [0.0, 0.0, 0.0], [0.0, 0.0, 0.0], [0.0, 0.0, 0.0], [0.0, 0.0, 0.0], [0.0, 0.0, 0.0], [0.0, 0.0, 0.0], [0.0, 0.0, 0.0], [0.0, 0.0, 0.0], [0.0, 0.0, 0.0], [0.0, 0.0, 0.0], [0.0, 0.0, 0.0], [0.0, 0.0, 0.2], [-0.1, 0.2, -0.7], [0.0, -0.1, 0.0], [-0.1, 0.1, 0.0], [0.0, 0.1, 0.1], [0.0, 0.0, 0.0], [0.0, 0.0, 0.0], [0.0, 0.0, 0.0], [0.0, 0.0, 0.0], [0.0, 0.0, 0.0]], "lowdin_charge": [1.1427, 0.5289, -0.7040, -0.0937, -0.2175, -0.2011, 0.1258, -0.2169, -0.0985, -0.7191, 0.4723, -0.1994, 0.1270, 0.0991, 0.0986, -0.2914, 0.3936, -0.3102, -0.4464, -0.1957, -0.0744, -0.2032, -0.0584, -0.7899, 0.6548, -0.2426, -0.1309, -0.0835, 0.0859, 0.0649, 0.0486, 0.0952, 0.0794, 0.0891, 0.0128, 0.0819, 0.0746, 0.0668, 0.0906, 0.0827, 0.1095, -0.4290, 0.0645, -0.2528, 0.1404, -0.2109, -0.1536, -0.1520, -0.1873, -0.1673], "energy_ha": -3818.610890, "e_homo_ev": [-2.29, -2.30], "relative_energy_kcal_mol": 9.53, "charge": -2, "spin_multiplicity": 2}



{"formula": "C14H15ClFeN2O6", "method": "ωB97M-V with the def2-TZVPD basis set", "symbols": ["Fe", "O", "C", "O", "C", "C", "C", "C", "C", "N", "C", "O", "O", "H", "H", "H", "H", "C", "C", "C", "C", "C", "N", "H", "H", "H", "H", "H", "H", "H", "H", "H", "Cl", "C", "C", "O", "O", "H", "H"], "positions_angstrom": [[0.410094, 0.455095, 0.224014], [2.132368, -3.288057, 1.396910], [1.559397, -2.238290, 0.863076], [1.661336, -1.100663, 1.299538], [0.741244, -2.499762, -0.353131], [0.520399, -3.694096, -1.001860], [-0.295644, -3.665047, -2.136842], [-0.849057, -2.472985, -2.576259], [-0.573120, -1.320355, -1.852531], [0.198956, -1.364948, -0.783280], [-1.075541, 0.085372, -2.154762], [-1.725676, 0.313257, -3.133497], [-0.692919, 0.948759, -1.233800], [2.626567, -3.029774, 2.192830], [0.960979, -4.612348, -0.641536], [-0.495192, -4.582905, -2.672978], [-1.483229, -2.412348, -3.449570], [5.074002, 2.979857, -0.026649], [4.455090, 2.325263, -1.270254], [4.136874, 3.376949, -2.344448], [5.370359, 1.226482, -1.829425], [3.189154, 1.699012, -0.867994], [2.201855, 1.210683, -0.554171], [6.010885, 3.451701, -0.321458], [5.288015, 2.242587, 0.746536], [4.418275, 3.745581, 0.385964], [5.071302, 3.847993, -2.648041], [3.470669, 4.147645, -1.958933], [3.678357, 2.922417, -3.221984], [6.310115, 1.687326, -2.132093], [4.927503, 0.746696, -2.701720], [5.587133, 0.468489, -1.077087], [-3.243333, 1.838490, 2.877819], [-1.512408, 1.893549, 3.254764], [-0.724744, 1.317835, 2.115675], [0.180597, 1.993569, 1.535623], [-0.925007, 0.135724, 1.696359], [-1.336845, 1.295764, 4.147169], [-1.213672, 2.922697, 3.422490]], "forces_ev_per_angstrom": [[0.0, 0.2, -0.3], [0.0, 0.0, 0.0], [0.0, 0.0, 0.1], [0.1, 0.0, 0.0], [0.0, 0.0, 0.0], [0.0, 0.0, 0.0], [0.0, 0.0, 0.0], [0.0, 0.0, 0.0], [0.0, 0.0, 0.0], [0.0, 0.0, 0.0], [0.0, -0.1, 0.0], [0.0, 0.0, 0.0], [0.1, 0.0, 0.0], [0.0, 0.0, 0.0], [0.0, 0.0, 0.0], [0.0, 0.0, 0.0], [0.0, 0.0, 0.0], [0.0, 0.0, 0.0], [0.0, 0.0, 0.0], [0.0, 0.0, 0.0], [0.0, 0.0, 0.0], [0.0, 0.0, 0.0], [0.0, -0.1, 0.2], [0.0, 0.0, 0.0], [0.0, 0.0, 0.0], [0.0, 0.0, 0.0], [0.0, 0.0, 0.0], [0.0, 0.0, 0.0], [0.0, 0.0, 0.0], [0.0, 0.0, 0.0], [0.0, 0.0, 0.0], [0.0, 0.0, 0.0], [0.0, 0.0, 0.0], [0.0, 0.0, 0.0], [0.0, 0.0, 0.0], [0.0, -0.1, 0.1], [-0.1, 0.0, 0.1], [0.0, 0.0, 0.0], [0.0, 0.0, 0.0]], "lowdin_charge": [1.0870, 0.1999, -0.4160, 0.0632, -0.1473, 0.0554, 0.0159, 0.0652, -0.1223, 0.0833, -0.5154, 0.1560, -0.0929, 0.1632, 0.1346, 0.1282, 0.1396, -0.0246, -0.5777, -0.0233, -0.0280, -0.0479, 0.2075, 0.0999, 0.0947, 0.0975, 0.0999, 0.0981, 0.0968, 0.0998, 0.0948, 0.0930, 0.6345, -0.4718, -0.6538, -0.0273, -0.0467, 0.0964, 0.0903], "energy_ha": -2827.235580, "e_homo_ev": [-13.25, -13.37], "relative_energy_kcal_mol": 0.00, "charge": 1, "spin_multiplicity": 6}



{"formula": "C14H15MnN5O6SSe", "method": "ωB97M-V with the def2-TZVPD basis set", "symbols": ["Mn", "N", "C", "C", "C", "C", "C", "C", "S", "N", "C", "C", "C", "C", "C", "C", "N", "H", "H", "H", "H", "H", "H", "H", "H", "H", "C", "O", "C", "O", "N", "N", "H", "H", "H", "H", "H", "H", "O", "Se", "O", "O", "O"], "positions_angstrom": [[-1.087799, -0.125462, 0.465224], [2.426492, 1.431726, -1.064143], [3.443841, 0.528490, -0.664608], [4.701755, 0.996210, -0.327922], [5.683446, 0.102786, 0.080533], [5.393528, -1.247805, 0.186516], [4.120608, -1.708048, -0.124967], [3.154614, -0.825829, -0.578638], [1.573782, -1.406824, -1.097909], [0.612378, -0.043770, -0.748105], [1.114655, 1.131833, -0.819328], [0.138492, 2.240757, -0.621414], [0.396546, 3.578606, -0.863014], [-0.632654, 4.489107, -0.665503], [-1.867699, 4.034665, -0.243166], [-2.043909, 2.677645, -0.023809], [-1.060763, 1.802151, -0.213921], [2.681698, 2.399554, -0.961712], [4.916503, 2.056933, -0.384472], [6.668820, 0.471282, 0.330779], [6.147894, -1.945430, 0.522693], [3.880311, -2.758186, -0.020971], [1.359867, 3.923949, -1.210333], [-0.462084, 5.542385, -0.842490], [-2.689450, 4.714608, -0.070553], [-2.983692, 2.264114, 0.317104], [-5.307141, -2.928743, -0.140175], [-4.690158, -1.649177, -0.284331], [-3.380197, -1.548309, -0.479289], [-2.889716, -0.429824, -0.559891], [-2.680944, -2.704502, -0.635228], [-1.289745, -2.598025, -0.746338], [-6.367242, -2.727908, -0.027654], [-4.945457, -3.432446, 0.758196], [-5.145830, -3.544486, -1.025964], [-3.052735, -3.539137, -0.210034], [-0.973975, -3.112048, -1.557650], [-0.842444, -2.911504, 0.109850], [0.050622, -1.605386, 4.012090], [-0.790524, -0.653566, 3.032291], [-1.572817, -1.515094, 1.773560], [0.167068, 0.228797, 1.937042], [-1.875949, 0.345892, 3.687675]], "forces_ev_per_angstrom": [[0.2, -0.1, -0.3], [0.2, -0.2, -0.1], [-0.1, 0.1, 0.0], [0.1, 0.0, 0.0], [0.0, 0.0, 0.0], [0.0, 0.0, 0.0], [0.1, 0.0, 0.0], [0.0, -0.1, 0.0], [0.0, 0.1, 0.0], [0.1, -0.1, 0.0], [-0.4, 0.4, 0.1], [0.2, -0.3, -0.1], [-0.2, 0.0, 0.0], [0.1, 0.0, 0.0], [-0.1, 0.0, 0.0], [0.1, 0.0, -0.1], [0.0, 0.0, 0.2], [0.0, 0.0, 0.0], [0.0, 0.0, 0.0], [0.0, 0.0, 0.0], [0.0, 0.0, 0.0], [0.0, 0.0, 0.0], [0.0, 0.0, 0.0], [0.0, 0.0, 0.0], [0.0, 0.0, 0.0], [0.0, 0.0, 0.0], [0.0, 0.0, 0.0], [0.0, 0.0, 0.0], [0.0, -0.1, 0.1], [0.1, 0.0, -0.1], [0.0, 0.1, 0.0], [-0.1, 0.0, 0.0], [0.0, 0.0, 0.0], [0.0, 0.0, 0.0], [0.0, 0.0, 0.0], [0.0, 0.0, 0.0], [0.0, -0.1, 0.1], [0.0, 0.1, 0.0], [-0.1, 0.1, -0.2], [-0.1, 0.2, 0.1], [0.0, 0.0, 0.0], [-0.2, 0.0, 0.1], [0.2, -0.2, 0.1]], "lowdin_charge": [0.6222, 0.1406, -0.2367, -0.0194, -0.0772, -0.0806, -0.0877, -0.4447, 1.0259, -0.2905, -0.3301, -0.1644, 0.0047, -0.0443, -0.0308, -0.0594, 0.0392, 0.1235, 0.1145, 0.1057, 0.1058, 0.1092, 0.1106, 0.1133, 0.1124, 0.1300, -0.0407, 0.0206, -0.5421, 0.0248, 0.0260, 0.0202, 0.0995, 0.1031, 0.0983, 0.1339, 0.0894, 0.0804, -0.4500, 0.8386, -0.5229, -0.5023, -0.4688], "energy_ha": -5218.247536, "e_homo_ev": [-8.08, -7.45], "relative_energy_kcal_mol": 5.27, "spin_multiplicity": 2}



Question: Which formula does entry 2 have?
Answer: C14H15ClFeN2O6